{
  "formula": "C7H13N",
  "method": "the ωB97M-V functional and the def2-TZVPD basis",
  "e_tot_ha": -329.0394,
  "largest_force_ev_per_a": 5.11,
  "e_above_lowest_kj_mol": 609.2,
  "spin_multiplicity": 1,
  "orbital_gap_ev": 9.78,
  "smiles": "C1=C\\CNCCCC/1",
  "symbols": ["H", "H", "C", "C", "H", "H", "H", "C", "N", "H", "H", "H", "C", "H", "C", "H", "H", "C", "C", "H", "H"],
  "coordinates": [[-0.017601, 2.913071, -0.039419], [1.617498, -2.084033, 0.798222], [-1.996489, -0.177546, 0.260188], [-0.101604, 1.776200, -0.074804], [0.065764, -0.264608, -1.133591], [2.089697, -1.683046, -0.921712], [1.527799, 0.935439, -1.500920], [1.616450, -1.266141, 0.003007], [2.186977, 0.042062, 0.487719], [1.844112, -0.018056, 1.594110], [2.210154, 2.011128, -0.135788], [-1.667211, -1.661763, -1.200368], [0.164060, -0.893790, -0.220199], [-2.131849, 2.167868, -0.114170], [-1.245980, -1.477914, -0.180345], [-1.480573, -2.167870, 0.564029], [0.180784, -0.371309, 0.725492], [1.446428, 1.183483, -0.308152], [-1.370952, 1.279249, 0.220948], [-2.908831, -0.255226, -0.310899], [-2.028630, 0.012792, 1.486658]],
  "atomic_forces_ev_per_a": [[-0.248, -1.542, -0.293], [0.577, 1.130, -0.834], [0.880, 1.977, 3.128], [0.740, 0.182, 1.252], [0.414, -0.302, 1.152], [0.153, 0.616, 0.803], [-0.042, 0.454, 3.034], [-0.250, -2.018, -0.392], [-2.154, -0.682, 1.635], [1.082, 1.037, -3.673], [-1.485, -0.567, -0.273], [0.519, -0.685, 0.921], [-0.515, -0.724, -0.270], [1.371, -2.331, 1.698], [0.399, 2.512, -1.296], [-0.222, -1.755, 0.785], [-1.057, 0.822, -0.175], [1.015, 0.941, -0.668], [0.761, 1.889, -4.692], [-0.905, 0.890, 0.809], [-1.034, -1.845, -2.648]]
}